52
Properties=species:S:1:pos:R:3:forces:R:3 method="wB97M-V/def2-TZVPD" de_lowest_kcal_mol=4.6 charge=-1 lumo_energy_ev=2.00
Ta -0.080 0.574 0.585 0.2 -0.6 -0.6
O 2.018 -4.461 -1.302 0.0 -0.1 -0.2
C 1.463 -3.844 -2.362 0.1 -0.1 0.1
C 1.374 -4.557 -3.557 0.0 0.0 0.0
C 0.796 -3.982 -4.672 0.0 0.0 0.0
C 0.296 -2.683 -4.622 0.0 0.0 0.0
C 0.395 -1.971 -3.442 0.0 0.1 0.0
C 0.979 -2.529 -2.307 0.1 0.1 -0.1
C 1.060 -1.717 -1.078 -0.2 -0.4 0.2
O 0.707 -0.495 -1.111 0.2 0.0 0.0
N 1.468 -2.303 0.024 -0.1 0.3 0.0
N 1.428 -1.377 1.052 0.2 -0.3 0.1
C 2.110 -1.722 2.071 -0.1 0.2 0.2
C 2.250 -0.802 3.205 -0.1 -0.2 -0.3
C 2.948 -1.124 4.360 0.0 0.0 0.0
C 3.029 -0.162 5.354 0.0 0.0 0.0
C 2.427 1.069 5.147 0.0 -0.1 0.1
C 1.761 1.291 3.947 -0.1 0.1 -0.1
N 1.671 0.372 3.001 0.3 0.2 0.5
H 1.950 -3.837 -0.540 0.0 0.1 0.2
H 1.757 -5.569 -3.578 0.0 0.0 0.0
H 0.727 -4.554 -5.590 0.0 0.0 0.0
H -0.172 -2.239 -5.490 0.0 0.0 0.0
H 0.008 -0.963 -3.363 0.0 0.0 0.0
H 2.614 -2.684 2.082 0.0 0.0 0.0
H 3.406 -2.098 4.476 0.0 0.0 0.0
H 3.555 -0.368 6.278 0.0 0.0 0.0
H 2.473 1.843 5.901 0.0 0.0 0.0
H 1.280 2.238 3.724 0.0 0.0 0.0
Cl -3.696 5.429 -4.154 0.0 0.0 0.0
C -2.798 4.242 -3.234 0.0 0.0 0.0
C -1.842 3.446 -3.877 0.0 0.0 0.0
C -1.130 2.515 -3.169 0.0 0.0 0.0
C -1.332 2.324 -1.776 0.0 -0.2 -0.1
O -0.667 1.399 -1.181 -0.3 0.8 -0.3
C -2.289 3.151 -1.152 -0.1 0.1 0.0
C -2.516 3.108 0.271 0.0 0.1 0.1
O -1.906 2.453 1.095 0.1 -0.6 -0.1
C -3.017 4.095 -1.893 0.0 0.0 0.0
H -1.673 3.569 -4.939 0.0 0.0 0.0
H -0.393 1.888 -3.653 0.0 0.0 0.0
H -3.316 3.787 0.626 0.0 0.0 0.0
H -3.749 4.715 -1.387 0.0 0.0 0.0
C -2.119 0.686 3.264 0.0 0.1 0.0
C -1.020 -0.064 2.532 -0.3 -0.3 0.5
O -0.669 -1.131 3.023 0.0 0.0 -0.1
H -2.395 0.135 4.164 0.0 0.0 0.0
H -2.981 0.802 2.606 0.0 0.0 0.0
H -1.780 1.694 3.513 0.0 0.0 0.0
O 0.766 1.996 1.062 0.4 0.7 0.0
N -3.090 -1.059 -0.077 0.1 0.1 0.0
C -2.086 -0.524 0.144 -0.5 -0.1 0.0

58
Properties=species:S:1:pos:R:3:forces:R:3 method="wB97M-V/def2-TZVPD" charge=+2 lumo_energy_ev="-7.28 / -7.28"
W -0.353 -0.399 0.383 -0.5 1.9 -2.5
O 1.455 -4.015 2.448 0.1 -0.4 0.2
C 0.600 -3.107 2.094 -0.4 0.6 -0.4
O 0.788 -2.302 1.179 0.0 -0.1 0.3
C -0.667 -3.087 2.928 -0.2 0.0 0.0
O -1.639 -2.248 2.339 0.1 -0.5 0.3
C -2.579 -2.909 1.490 0.1 0.0 -0.4
C -2.062 -2.880 0.031 -1.0 -2.2 1.1
O -2.137 -3.802 -0.734 -0.1 0.7 0.3
O -1.511 -1.725 -0.231 1.0 0.6 -0.8
H 2.278 -4.040 1.926 -0.2 0.2 -0.1
H -1.034 -4.108 3.089 0.1 0.1 0.0
H -0.421 -2.664 3.912 0.1 -0.2 -0.1
H -2.775 -3.940 1.801 0.1 0.2 -0.1
H -3.514 -2.341 1.551 0.1 -0.1 -0.1
Br -2.497 0.610 2.173 0.0 0.0 0.2
C -3.925 1.168 0.956 0.1 -0.1 -0.4
Br -3.866 0.026 -0.588 -0.9 0.4 0.0
H -3.728 2.196 0.661 0.0 -0.2 0.1
H -4.878 1.050 1.469 0.3 0.0 0.0
C 0.534 3.998 0.910 -0.3 0.2 0.7
N 0.838 3.665 -0.454 0.0 -0.6 -0.6
C 1.719 4.299 -1.277 0.2 0.0 -0.5
C 1.654 3.672 -2.483 0.4 0.4 0.1
N 0.738 2.669 -2.409 -0.1 0.1 0.8
B 0.274 1.927 -3.690 0.0 -0.1 0.0
N -0.210 0.461 -3.458 0.0 -0.6 0.3
C -1.025 -0.107 -4.391 -0.3 -0.4 -0.3
C -1.034 -1.458 -4.210 -0.2 0.3 -0.3
N -0.221 -1.719 -3.152 0.0 1.0 0.1
C 0.177 -3.009 -2.659 0.3 -0.7 0.4
C 0.249 -0.535 -2.701 0.5 0.0 -0.1
S 1.346 -0.469 -1.347 -0.7 -0.3 1.0
C 0.255 2.677 -1.171 -0.1 -0.2 0.1
S -1.062 1.747 -0.537 -0.1 -1.0 0.7
H 1.303 4.658 1.299 0.0 0.0 0.0
H 0.484 3.091 1.517 0.0 0.2 -0.1
H -0.429 4.509 0.969 0.0 0.0 0.0
H 2.314 5.130 -0.960 0.1 0.2 0.1
H 2.177 3.880 -3.393 0.1 0.0 -0.2
H 1.216 1.850 -4.400 0.3 0.1 -0.3
H -0.635 2.536 -4.136 -0.3 0.1 -0.2
H -1.518 0.488 -5.131 -0.1 0.1 -0.1
H -1.541 -2.231 -4.749 -0.1 -0.1 -0.1
H -0.460 -3.774 -3.097 0.0 0.1 0.0
H 0.078 -3.049 -1.570 0.0 0.0 -0.4
H 1.221 -3.201 -2.918 -0.1 0.0 -0.1
C 3.101 0.693 3.557 -0.5 -0.1 -0.3
C 3.242 1.055 2.223 0.0 0.1 0.2
C 2.171 0.939 1.363 0.0 0.1 -0.2
N 0.956 0.447 1.739 1.9 0.2 1.6
C 0.822 0.151 3.061 -0.3 0.2 -0.2
C 1.844 0.268 3.977 0.2 0.0 -0.1
H 3.929 0.742 4.246 0.1 0.1 0.1
H 4.182 1.428 1.847 0.0 0.0 -0.1
H 2.283 1.232 0.322 -0.1 -0.1 0.2
H -0.164 -0.175 3.382 0.2 0.0 -0.1
H 1.654 0.030 5.009 0.0 -0.1 0.2

93
Properties=species:S:1:pos:R:3:forces:R:3 method="wB97M-V/def2-TZVPD" charge=-1 lumo_energy_ev=-0.52
Rb 4.992 -5.740 1.327 -0.3 0.4 0.0
C 1.217 1.184 0.214 3.0 -4.5 -0.3
C 1.932 -0.090 0.566 -2.2 3.4 2.3
C 1.816 -0.538 2.081 -2.6 2.0 0.7
O 2.598 -1.246 2.711 1.5 -1.3 -0.6
C 0.661 -0.010 2.758 2.2 -2.6 0.2
C -0.138 0.981 2.351 -3.8 2.5 0.6
C 0.285 1.695 1.033 -2.4 4.2 0.5
O -0.167 2.853 0.677 -0.4 -1.6 1.4
O -1.177 1.290 3.084 2.1 0.0 -2.4
O 2.638 -0.746 -0.129 2.4 -2.1 -2.8
H 1.387 1.708 -0.715 0.2 -0.2 -0.1
H 0.340 -0.455 3.688 0.4 -0.2 0.3
C 7.600 3.332 0.734 0.5 -0.5 0.4
C 8.359 4.574 0.316 -0.2 0.3 -1.6
O 7.847 5.800 0.817 -0.3 -0.2 1.1
O 7.903 3.036 2.079 0.2 0.3 1.1
H 8.060 2.464 0.260 -0.2 0.2 -0.9
H 6.517 3.282 0.619 0.0 0.5 -0.5
H 8.343 4.735 -0.762 0.0 -0.8 -0.4
H 9.401 4.407 0.589 0.2 0.1 0.3
H 8.354 6.514 0.423 0.0 0.0 0.0
H 7.941 3.880 2.535 -0.2 0.0 0.4
C -2.035 5.409 -6.212 -0.6 -0.4 0.7
C -3.235 5.487 -7.148 0.9 0.2 -1.5
O -4.188 6.503 -6.822 1.4 -0.9 0.1
O -2.580 5.356 -4.892 0.1 -0.3 -0.1
H -1.306 6.220 -6.228 -0.3 0.5 -0.6
H -1.470 4.515 -6.477 -0.1 -0.3 0.1
H -3.729 4.522 -7.267 0.0 -0.2 0.5
H -2.765 5.652 -8.118 -0.3 0.4 -0.4
H -3.958 6.477 -5.890 -1.0 0.9 0.9
H -1.906 5.051 -4.279 0.0 0.1 0.2
C -9.445 -1.377 4.355 0.1 -0.2 -1.5
C -9.213 0.124 4.160 -0.5 0.5 -1.1
O -8.240 0.496 3.130 -0.7 -0.8 1.5
O -10.594 -1.658 5.166 1.0 0.2 0.5
H -8.496 -1.858 4.588 -0.3 -0.2 1.3
H -9.657 -1.891 3.417 0.1 0.5 -0.6
H -9.017 0.631 5.105 0.3 -0.2 0.1
H -10.142 0.562 3.795 -0.2 0.0 0.0
H -7.441 0.682 3.627 0.4 0.0 -0.3
H -11.339 -1.418 4.611 -0.1 0.0 0.1
C -1.100 -2.223 -5.700 -2.4 -0.4 0.7
C -0.657 -0.797 -5.660 1.1 0.4 -0.2
O -0.495 -0.207 -6.925 -0.1 0.2 -1.1
O -2.554 -2.367 -6.007 1.6 -0.3 -0.7
H -0.882 -2.699 -4.744 -0.2 0.1 0.3
H -0.560 -2.839 -6.419 -0.2 0.4 -0.4
H 0.355 -0.798 -5.255 0.0 0.0 0.4
H -1.262 -0.085 -5.099 -0.2 -0.7 0.7
H -1.344 0.167 -7.174 0.0 -0.1 -0.2
H -3.161 -2.044 -5.336 0.5 0.2 0.5
C 4.169 -0.263 7.863 2.3 2.4 0.1
C 5.496 -0.116 7.121 0.3 1.4 1.1
O 6.353 -1.177 7.507 -0.4 -0.3 -1.0
O 3.568 -1.402 7.452 -1.1 -2.0 -0.4
H 3.598 0.648 7.685 -0.4 0.1 0.1
H 4.494 -0.310 8.902 -0.6 -0.2 0.3
H 6.025 0.788 7.426 -0.2 0.2 0.0
H 5.328 -0.030 6.048 0.1 -0.3 -0.3
H 5.861 -1.876 7.071 0.5 -1.1 0.4
H 3.717 -1.440 6.505 -0.6 -0.2 -0.4
C 6.842 -1.170 -4.835 1.4 -1.0 1.2
C 7.048 -2.319 -3.794 1.2 -1.4 -2.3
O 5.981 -3.242 -3.744 -1.1 0.6 0.2
O 6.361 -0.080 -4.188 -1.6 2.3 0.9
H 6.252 -1.463 -5.703 -0.2 -0.5 0.0
H 7.800 -0.784 -5.184 0.3 -0.7 -0.3
H 7.308 -2.070 -2.765 0.3 0.9 -0.3
H 7.811 -2.954 -4.243 0.7 0.2 0.4
H 5.254 -2.649 -3.544 -0.9 -0.6 0.2
H 5.575 -0.303 -3.686 -0.2 0.3 0.1
C -1.425 -6.308 3.440 2.1 1.5 -0.5
C -2.146 -6.062 4.688 -1.0 -1.5 1.2
O -1.990 -7.248 5.524 -0.4 1.2 0.0
O 0.051 -6.247 3.743 -1.8 -0.6 -0.7
H -1.677 -5.473 2.786 0.2 0.0 -0.5
H -1.687 -7.243 2.946 0.3 0.0 0.3
H -3.200 -5.891 4.464 -0.2 -0.4 0.2
H -1.845 -5.162 5.225 0.4 0.1 -0.1
H -1.122 -7.113 5.911 0.2 -0.4 0.1
H 0.151 -5.371 4.123 0.2 0.2 0.0
C -6.237 -0.176 -2.263 0.7 -0.4 0.9
C -6.066 1.319 -2.275 0.4 0.9 1.2
O -7.153 1.926 -1.585 -0.4 0.5 -0.3
O -6.641 -0.613 -3.519 -0.2 -0.9 -0.9
H -6.955 -0.573 -1.545 -0.6 0.9 0.4
H -5.377 -0.696 -1.841 0.7 0.0 -1.0
H -5.982 1.763 -3.267 -0.7 -0.5 -0.3
H -5.133 1.680 -1.843 0.2 -0.4 0.5
H -7.114 1.633 -0.671 0.0 0.1 0.1
H -7.584 -0.435 -3.492 -0.1 -0.1 -0.6

| no. | electronic energy (Eh) |
| --- | --- |
| 1 | -2074.507888 |
| 2 | -7386.212164 |
| 3 | -2396.778892 |